Entry 1:
{"formula": "C37H32BrClN7O3STa", "method": "ωB97M-V/def2-TZVPD", "gap_ev": 5.42, "total_energy_ev": -150403.8545, "homo_energy_ev": -12.09, "lumo_energy_ev": -6.669, "charge": 2, "elements": ["Ta", "O", "C", "C", "C", "C", "C", "C", "C", "O", "N", "N", "C", "C", "C", "C", "C", "C", "C", "O", "H", "H", "H", "H", "H", "H", "H", "H", "H", "H", "Br", "C", "C", "C", "C", "C", "C", "N", "C", "C", "C", "C", "C", "C", "N", "H", "H", "H", "H", "H", "H", "H", "H", "H", "S", "C", "N", "C", "C", "C", "C", "H", "H", "H", "H", "H", "N", "C", "C", "C", "C", "C", "N", "H", "H", "H", "H", "H", "H", "Cl", "C", "H", "H"], "xyz": [[-0.23703, -0.86276, -0.73700], [-2.12990, 3.47825, -3.72528], [-1.00597, 3.89341, -3.14311], [-0.52002, 5.14640, -3.52485], [0.62876, 5.65468, -2.96285], [1.34243, 4.92768, -2.00591], [0.89229, 3.68729, -1.63034], [-0.27875, 3.14201, -2.18801], [-0.71321, 1.83928, -1.72855], [0.11742, 1.02631, -1.08360], [-1.93722, 1.44048, -1.93601], [-2.17708, 0.21634, -1.39377], [-3.40696, -0.13446, -1.22807], [-3.81559, -1.31786, -0.53085], [-5.17540, -1.65210, -0.46370], [-5.60209, -2.72489, 0.28691], [-4.66850, -3.48353, 0.99033], [-3.32193, -3.17556, 0.93669], [-2.88278, -2.09943, 0.17456], [-1.58087, -1.79657, 0.10139], [-2.44745, 2.67005, -3.28651], [-1.08735, 5.70338, -4.25781], [0.97705, 6.63613, -3.25654], [2.23921, 5.34079, -1.56345], [1.41201, 3.11372, -0.87189], [-4.17508, 0.54918, -1.58160], [-5.89049, -1.05274, -1.01380], [-6.65213, -2.97407, 0.34287], [-4.99870, -4.32505, 1.58445], [-2.59182, -3.76221, 1.48142], [6.38234, 3.46768, 0.38163], [5.07477, 2.11217, 0.20335], [4.14325, 2.18773, -0.82044], [3.20086, 1.18854, -0.96469], [3.19519, 0.09946, -0.09997], [4.12652, 0.04459, 0.93750], [5.06044, 1.05007, 1.09507], [2.29364, -0.97148, -0.31681], [2.78750, -2.14564, -0.26179], [1.96548, -3.33638, -0.35266], [2.52093, -4.59804, -0.18458], [1.69173, -5.70754, -0.20478], [0.33482, -5.51703, -0.41876], [-0.13540, -4.22840, -0.60793], [0.65527, -3.15793, -0.56675], [4.16407, 3.02194, -1.50914], [2.49177, 1.23165, -1.77795], [4.10336, -0.77773, 1.64245], [5.78202, 0.99749, 1.89927], [3.85903, -2.29676, -0.14557], [3.58763, -4.69925, -0.03467], [2.09050, -6.70178, -0.05707], [-0.35356, -6.34942, -0.44366], [-1.18347, -4.04221, -0.80424], [1.52876, 2.35558, 2.13385], [2.26539, 3.84819, 2.39756], [3.38775, 3.91687, 3.16598], [4.06542, 5.06191, 3.42648], [3.63182, 6.24358, 2.91777], [2.46204, 6.24610, 2.13148], [1.79356, 5.07880, 1.88071], [3.70722, 3.04451, 3.56183], [4.95298, 4.97031, 4.03448], [4.17299, 7.15443, 3.12241], [2.08893, 7.17944, 1.73038], [0.89326, 5.05331, 1.28540], [-1.40265, 0.99125, 1.46913], [-0.80184, 0.07770, 2.31903], [-1.21762, -0.11350, 3.63611], [-0.53026, -1.00469, 4.42982], [0.56271, -1.68583, 3.89676], [0.86544, -1.48968, 2.57085], [0.18651, -0.64924, 1.77960], [-2.14603, 1.51505, 1.90823], [-0.70820, 1.62829, 1.08305], [-2.04752, 0.46456, 4.02011], [-0.81633, -1.15546, 5.46192], [1.15155, -2.36049, 4.50051], [1.67964, -2.03027, 2.10358], [1.03405, -0.98542, -3.04838], [-0.55702, -1.73689, -2.75627], [-0.46102, -2.80155, -2.94626], [-1.26358, -1.30887, -3.46212]]}

=====

Entry 2:
{"formula": "C37H32BrNO5OsS", "method": "ωB97M-V/def2-TZVPD", "gap_ev": [7.36, 5.99], "total_energy_ev": -133956.8124, "multiplicity": 5, "homo_energy_ev": [-8.53, -8.54], "s2": 6.0709, "lumo_energy_ev": [-1.165, -2.550], "charge": 0, "elements": ["Os", "C", "C", "C", "O", "C", "C", "O", "C", "O", "C", "C", "C", "C", "C", "C", "C", "C", "C", "C", "C", "C", "C", "O", "C", "C", "C", "C", "C", "C", "C", "C", "C", "C", "C", "C", "H", "H", "H", "H", "H", "H", "H", "H", "H", "H", "H", "H", "H", "H", "H", "H", "H", "H", "H", "H", "H", "H", "H", "H", "H", "H", "H", "H", "Br", "C", "C", "C", "C", "C", "C", "H", "H", "H", "H", "O", "S", "N"], "xyz": [[-2.07373, -1.70565, -0.40870], [3.26706, 1.22369, 2.07388], [2.05147, 0.34768, 1.77759], [2.01414, -0.84652, 2.73730], [2.13318, -0.07829, 0.43734], [0.80944, -0.17318, -0.02374], [0.15661, 1.06335, 0.63599], [0.84838, 1.10771, 1.87281], [-1.40335, 1.03148, 0.85774], [-1.86038, -0.25998, 0.83087], [-2.07626, 1.87658, -0.25508], [-2.31682, 1.31049, -1.49964], [-2.91567, 2.02590, -2.52145], [-3.31188, 3.33350, -2.31030], [-3.09429, 3.90710, -1.07015], [-2.48028, 3.19383, -0.05462], [-1.73976, 1.67546, 2.20538], [-2.78724, 1.16669, 2.95795], [-3.14067, 1.75373, 4.16095], [-2.45054, 2.86061, 4.62139], [-1.41539, 3.38446, 3.86566], [-1.06442, 2.80282, 2.66202], [0.72123, -0.40774, -1.55696], [-0.43963, -1.05643, -1.84185], [1.91232, -1.31789, -1.95624], [1.63568, -2.61036, -2.37313], [2.65501, -3.48536, -2.69745], [3.97120, -3.06620, -2.61532], [4.25345, -1.76989, -2.21824], [3.23154, -0.89108, -1.90215], [0.84864, 0.84944, -2.41760], [0.16961, 0.86271, -3.62994], [0.28045, 1.94131, -4.48633], [1.07264, 3.02150, -4.14013], [1.75334, 3.01209, -2.93579], [1.65285, 1.92838, -2.07853], [4.16443, 0.63126, 1.91891], [3.22282, 1.57404, 3.10016], [3.27848, 2.07491, 1.39832], [2.93423, -1.41344, 2.62366], [1.16829, -1.49349, 2.52110], [1.93069, -0.48840, 3.75745], [0.34695, -1.07642, 0.42862], [0.38561, 1.96721, 0.05226], [-2.00742, 0.29241, -1.71472], [-3.06288, 1.55690, -3.48292], [-3.78886, 3.89694, -3.09838], [-3.40581, 4.92465, -0.88371], [-2.33205, 3.67782, 0.89759], [-3.32590, 0.30358, 2.59330], [-3.95654, 1.34456, 4.73822], [-2.71547, 3.31553, 5.56400], [-0.87523, 4.25399, 4.21223], [-0.25675, 3.22376, 2.08462], [0.60092, -2.91001, -2.45023], [2.41106, -4.49243, -3.00703], [4.77349, -3.74393, -2.86676], [5.27963, -1.43525, -2.15295], [3.47505, 0.11234, -1.60071], [-0.44543, 0.01447, -3.88876], [-0.25113, 1.93377, -5.42620], [1.16011, 3.86643, -4.80783], [2.37118, 3.85445, -2.65920], [2.20910, 1.92927, -1.15357], [1.66729, -5.32240, 3.72942], [0.41975, -4.49511, 2.55662], [0.54109, -4.67779, 1.18888], [-0.34044, -4.02372, 0.34378], [-1.32186, -3.15973, 0.84508], [-1.45538, -3.04824, 2.23080], [-0.59018, -3.71047, 3.08658], [1.32756, -5.30014, 0.78850], [-0.23621, -4.17206, -0.72594], [-2.22587, -2.42030, 2.65836], [-0.68341, -3.59335, 4.15536], [-4.33126, -4.87176, -0.80150], [-3.93769, -4.02083, -1.91966], [-2.98989, -2.89096, -1.53723]]}

=====

Entry 3:
{"formula": "C37H32F18N2O2S", "method": "ωB97M-V/def2-TZVPD", "gap_ev": 6.50, "total_energy_ev": -105674.9082, "homo_energy_ev": -7.70, "lumo_energy_ev": -1.195, "charge": 0, "elements": ["C", "N", "C", "C", "C", "C", "C", "C", "C", "C", "C", "C", "C", "C", "C", "C", "C", "F", "N", "C", "C", "C", "C", "C", "F", "F", "C", "F", "F", "C", "F", "F", "C", "F", "F", "C", "F", "F", "C", "F", "F", "C", "F", "F", "C", "F", "F", "F", "C", "C", "C", "C", "C", "O", "C", "C", "O", "C", "C", "S", "H", "H", "H", "H", "H", "H", "H", "H", "H", "H", "H", "H", "H", "H", "H", "H", "H", "H", "H", "H", "H", "H", "H", "H", "H", "H", "H", "H", "H", "H", "H", "H"], "xyz": [[1.79210, -7.16646, 3.89738], [1.84520, -8.31454, 2.90335], [0.65595, -8.32575, 1.96780], [0.40119, -6.92612, 1.15430], [1.50290, -6.42225, 0.04657], [1.17376, -5.03797, -0.76834], [-0.15633, -4.08734, -0.57784], [-1.24255, -4.60068, 0.58632], [-2.64441, -3.82700, 0.94392], [-2.59045, -2.87061, 2.27420], [-3.65772, -1.58475, 2.33872], [-3.78362, -0.54873, 3.60676], [-2.79010, -0.73937, 4.93029], [-2.93770, 0.34438, 6.16114], [-1.74137, -1.99970, 4.86935], [-1.61477, -3.05505, 3.57807], [-0.92348, -5.99291, 1.40881], [-1.90156, -6.44096, 2.45156], [-0.48103, -2.83388, -1.35903], [0.72451, -1.95075, -1.59108], [0.60845, -0.28262, -1.54701], [-0.84066, 0.42744, -1.26010], [-1.35275, 0.37915, 0.29282], [-0.43976, 1.18114, 1.37804], [-1.04170, 0.88615, 2.73306], [0.95912, 0.61702, 1.46856], [-0.25906, 2.78870, 1.13579], [0.77966, 3.22485, 2.14561], [0.32204, 3.16105, -0.18728], [-1.60771, 3.68897, 1.52975], [-2.88387, 3.01305, 1.19957], [-1.57374, 3.75822, 3.04009], [-1.51210, 5.25879, 1.03478], [-0.10011, 5.79571, 1.03962], [-2.20945, 6.05186, 2.11686], [-2.31598, 5.59956, -0.35091], [-2.04517, 4.49791, -1.30211], [-3.79112, 5.51085, -0.03216], [-2.08560, 7.10959, -0.94458], [-1.64262, 8.10913, 0.09883], [-3.44694, 7.61155, -1.36996], [-1.14931, 7.20585, -2.28493], [-1.70826, 6.45090, -3.46860], [-1.20179, 8.65376, -2.71634], [0.43813, 6.86799, -2.06328], [1.14289, 7.38633, -3.29589], [1.06906, 7.63847, -0.92759], [0.75712, 5.41164, -2.02097], [1.90494, 0.72058, -1.82001], [3.40990, 0.08155, -2.17181], [4.74009, 1.01032, -2.50625], [4.97241, 0.85997, -4.15480], [3.83873, 1.63675, -5.04745], [2.93341, 2.51256, -4.28792], [1.69460, 2.75470, -5.08076], [0.19440, 2.94635, -4.37220], [1.69169, 2.87951, -6.43612], [3.52940, -1.55249, -2.21967], [2.24830, -2.53731, -1.94913], [2.43064, -4.43544, -2.07331], [2.34036, -7.47839, 4.88471], [2.34461, -6.25662, 3.41039], [0.64234, -6.94274, 4.09156], [2.76024, -8.36895, 2.40298], [-0.30934, -8.70237, 2.54245], [0.88480, -9.15556, 1.14914], [2.46725, -7.08343, -0.15763], [-3.06854, -3.15949, 0.04997], [-3.47846, -4.65377, 1.12914], [-4.39560, -1.39517, 1.42585], [-4.59529, 0.32206, 3.57600], [-1.92036, 0.31636, 6.76545], [-2.99570, 1.43483, 5.69475], [-3.85893, 0.12767, 6.86690], [-1.04375, -2.15725, 5.82383], [-0.84535, -3.94846, 3.56247], [-1.30343, -2.31579, -0.97993], [-0.85889, 1.51357, -1.74860], [-1.64116, -0.19403, -1.89210], [-2.49830, 0.65947, 0.28594], [-1.32099, -0.77113, 0.61261], [1.85578, 1.89385, -1.80413], [5.72171, 0.55733, -2.01676], [4.60301, 2.14559, -2.25660], [6.03160, 1.22360, -4.50197], [4.90361, -0.29196, -4.46007], [4.34985, 2.31171, -5.88625], [3.16749, 0.86182, -5.65729], [-0.41257, 3.83918, -4.86127], [0.29073, 3.20036, -3.22358], [-0.47138, 1.98447, -4.47551], [4.56689, -2.01644, -2.49688]]}